Entry 1:
DFT (the ωB97M-V functional and the def2-TZVPD basis) results for a 7-piece molecular cluster, C61H54BrO27P overall in a non-equilibrium geometry.

Last column: Löwdin charge in e.
Atoms and positions in Å:
C: 1.188 3.598 2.912  -0.12
C: 2.012 4.218 1.721  -0.26
C: 1.858 3.472 0.350  -0.20
C: 2.295 1.950 0.392  -0.19
C: 3.779 1.697 -0.071  -0.21
C: 3.938 0.842 -1.382  -0.20
C: 2.993 -0.418 -1.482  -0.21
C: 2.839 -1.256 -0.148  -0.18
C: 1.298 -1.618 0.052  -0.19
C: 0.727 -1.127 1.452  -0.19
C: -0.527 -0.197 1.215  -0.16
C: -1.871 -0.969 1.029  -0.10
C: -1.983 -2.399 0.763  -0.01
C: -3.312 -3.021 0.575  -0.37
P: -3.304 -4.866 0.207  0.58
O: -1.986 -5.118 -0.827  -0.38
Br: -2.979 -5.997 2.155  0.31
C: -4.558 -2.263 0.635  -0.02
C: -4.452 -0.838 0.890  -0.05
C: -3.132 -0.208 1.089  0.00
C: -3.172 1.342 1.329  -0.27
O: -2.498 1.919 2.144  0.11
C: -4.217 2.092 0.434  -0.06
C: -3.963 3.364 -0.218  0.00
C: -5.013 3.938 -1.064  -0.06
C: -6.298 3.290 -1.284  -0.06
C: -6.570 2.017 -0.623  -0.01
C: -5.531 1.456 0.211  -0.07
C: -5.723 0.077 0.928  -0.29
O: -6.755 -0.225 1.473  0.11
H: 0.213 3.139 2.615  0.06
H: 1.044 4.349 3.739  0.07
H: 1.834 2.792 3.369  0.07
H: 3.101 4.374 1.968  0.07
H: 1.601 5.261 1.561  0.11
H: 0.765 3.487 0.080  0.10
H: 2.473 3.982 -0.445  0.11
H: 1.516 1.361 -0.150  0.09
H: 2.234 1.618 1.471  0.10
H: 4.229 2.706 -0.277  0.09
H: 4.394 1.240 0.756  0.11
H: 5.016 0.558 -1.543  0.10
H: 3.680 1.525 -2.246  0.11
H: 3.466 -1.110 -2.240  0.11
H: 2.026 -0.090 -1.941  0.10
H: 3.361 -2.245 -0.295  0.11
H: 3.303 -0.793 0.755  0.10
H: 1.166 -2.739 0.010  0.10
H: 0.635 -1.203 -0.747  0.10
H: 0.370 -2.008 2.043  0.10
H: 1.477 -0.571 2.071  0.10
H: -0.635 0.436 2.142  0.11
H: -0.422 0.507 0.351  0.12
H: -1.048 -3.007 0.680  0.10
H: -2.317 -5.466 -1.676  0.04
H: -5.560 -2.738 0.494  0.12
H: -2.984 3.874 -0.096  0.11
H: -4.831 4.900 -1.602  0.10
H: -7.097 3.693 -1.947  0.11
H: -7.506 1.421 -0.738  0.12
C: -7.863 -0.323 -4.691  0.08
C: -7.769 -1.647 -4.854  -0.23
C: -6.488 -2.375 -4.608  -0.31
O: -6.460 -3.581 -4.752  0.12
C: -5.318 -1.594 -4.209  0.08
C: -5.411 -0.270 -4.049  -0.23
C: -6.700 0.455 -4.269  -0.31
O: -6.741 1.659 -4.093  0.10
O: -4.349 0.472 -3.683  0.10
O: -8.822 -2.388 -5.244  0.10
H: -8.785 0.215 -4.863  0.14
H: -4.393 -2.130 -4.051  0.14
H: -4.676 1.392 -3.635  0.11
H: -8.492 -3.310 -5.285  0.10
C: -9.949 -6.925 -5.175  0.08
C: -11.095 -7.593 -5.342  -0.23
C: -11.765 -7.675 -6.676  -0.31
O: -12.797 -8.309 -6.787  0.12
C: -11.143 -6.977 -7.800  0.08
C: -9.999 -6.307 -7.632  -0.23
C: -9.316 -6.248 -6.304  -0.31
O: -8.264 -5.640 -6.200  0.10
O: -9.408 -5.655 -8.651  0.11
O: -11.699 -8.223 -4.318  0.11
H: -9.454 -6.860 -4.216  0.14
H: -11.645 -7.029 -8.756  0.14
H: -8.601 -5.256 -8.273  0.12
H: -12.503 -8.627 -4.698  0.12
C: -7.972 -4.392 3.607  0.08
C: -9.164 -4.910 3.921  -0.23
C: -9.417 -6.382 3.856  -0.32
O: -10.512 -6.813 4.169  0.11
C: -8.327 -7.248 3.410  0.07
C: -7.136 -6.730 3.092  -0.23
C: -6.874 -5.260 3.184  -0.31
O: -5.770 -4.832 2.903  0.03
O: -6.119 -7.507 2.677  0.08
O: -10.191 -4.133 4.311  0.10
H: -7.776 -3.329 3.652  0.14
H: -8.529 -8.308 3.350  0.14
H: -5.370 -6.899 2.511  0.01
H: -10.932 -4.745 4.480  0.12
C: 7.925 6.270 3.611  0.07
C: 6.754 5.655 3.422  -0.22
C: 6.095 5.631 2.082  -0.30
O: 5.037 5.041 1.945  0.09
C: 6.756 6.326 0.978  0.08
C: 7.926 6.943 1.170  -0.22
C: 8.597 6.944 2.505  -0.30
O: 9.673 7.502 2.632  0.11
O: 8.553 7.591 0.171  0.11
O: 6.116 5.029 4.429  0.11
H: 8.412 6.293 4.573  0.12
H: 6.260 6.315 0.017  0.14
H: 9.373 7.947 0.564  0.12
H: 5.299 4.666 4.036  0.12
C: 7.802 2.130 -2.042  0.08
C: 7.804 2.501 -0.758  -0.22
C: 9.071 2.575 0.033  -0.31
O: 9.027 2.938 1.196  0.10
C: 10.317 2.202 -0.631  0.08
C: 10.316 1.826 -1.914  -0.23
C: 9.052 1.778 -2.713  -0.31
O: 9.099 1.448 -3.883  0.12
O: 11.449 1.475 -2.547  0.11
O: 6.668 2.827 -0.116  0.08
H: 6.892 2.074 -2.625  0.13
H: 11.224 2.243 -0.044  0.14
H: 11.181 1.249 -3.458  0.12
H: 6.941 3.058 0.793  0.11
C: 12.840 2.582 3.982  0.08
C: 12.435 1.621 4.818  -0.23
C: 11.252 1.811 5.712  -0.31
O: 10.907 0.902 6.444  0.11
C: 10.558 3.097 5.669  0.08
C: 10.966 4.059 4.835  -0.22
C: 12.132 3.860 3.922  -0.31
O: 12.457 4.756 3.166  0.12
O: 10.344 5.253 4.779  0.08
O: 13.072 0.438 4.893  0.10
H: 13.693 2.456 3.329  0.14
H: 9.715 3.229 6.332  0.14
H: 10.827 5.769 4.101  0.11
H: 12.586 -0.078 5.565  0.12

Cartesian forces (eV/Å) of the 3 atoms listed first:
C 1.31 -0.37 0.33
C -0.49 0.97 -0.31
C -0.06 -0.63 0.27

Output
LUMO, hartree: -0.06592
HOMO energy, eV: -8.83
Kohn-Sham gap, eV: 7.03
SMILES: CCCCCCCCCCCc1cc(P(O)Br)cc2c1C(=O)c1ccccc1C2=O.O=C1C=C(O)C(=O)C=C1O.O=C1C=C(O)C(=O)C=C1O.O=C1C=C(O)C(=O)C=C1O.O=C1C=C(O)C(=O)C=C1O.O=C1C=C(O)C(=O)C=C1O.O=C1C=C(O)C(=O)C=C1O

***

Entry 2:
DFT (the ωB97M-V functional and the def2-TZVPD basis) results for C61H59GeKN2O3PS3 as an isolated structure in a non-equilibrium geometry.

Last column: Löwdin charge in e.
Atoms and positions in Å:
K: 0.601 -0.652 0.437  0.57
O: 2.729 -1.224 0.436  -0.72
S: 3.922 -2.090 0.055  1.02
C: 3.392 -3.751 0.476  -0.31
C: 2.817 -3.845 1.885  -0.22
C: 1.975 -5.103 2.094  -0.21
C: 0.603 -5.112 1.428  -0.31
S: -0.635 -3.918 1.975  1.02
O: -0.207 -2.540 1.471  -0.71
C: -0.361 -3.988 3.718  -0.40
C: 0.327 -2.973 4.361  -0.08
C: 0.494 -3.057 5.740  -0.05
C: -0.020 -4.137 6.444  -0.06
C: -0.721 -5.141 5.781  -0.07
C: -0.909 -5.063 4.411  -0.08
C: 5.123 -1.858 1.340  -0.40
C: 6.372 -2.458 1.226  -0.08
C: 7.300 -2.265 2.237  -0.07
C: 6.981 -1.469 3.333  -0.07
C: 5.736 -0.862 3.421  -0.06
C: 4.792 -1.051 2.417  -0.06
H: 4.266 -4.394 0.334  0.11
H: 2.660 -3.992 -0.303  0.08
H: 2.215 -2.959 2.090  0.09
H: 3.638 -3.843 2.602  0.12
H: 1.842 -5.255 3.165  0.11
H: 2.516 -5.981 1.728  0.12
H: 0.108 -6.075 1.580  0.10
H: 0.641 -4.938 0.347  0.09
H: 0.684 -2.117 3.801  0.05
H: 1.019 -2.266 6.262  0.11
H: 0.108 -4.193 7.518  0.11
H: -1.136 -5.974 6.335  0.11
H: -1.471 -5.833 3.891  0.12
H: 6.626 -3.060 0.359  0.12
H: 8.278 -2.723 2.167  0.11
H: 7.712 -1.315 4.116  0.11
H: 5.498 -0.235 4.271  0.11
H: 3.818 -0.579 2.460  0.10
C: -2.110 -1.237 -5.670  -0.08
C: -2.592 -0.111 -5.018  -0.08
C: -2.563 -0.047 -3.628  -0.09
C: -2.052 -1.100 -2.878  -0.40
C: -1.583 -2.234 -3.536  -0.11
C: -1.610 -2.303 -4.924  -0.07
P: -1.971 -1.065 -1.046  1.09
C: -3.443 -2.150 -0.712  -0.36
C: -3.550 -2.707 0.560  -0.13
C: -4.622 -3.511 0.928  -0.07
C: -5.618 -3.784 0.002  -0.08
C: -5.525 -3.251 -1.280  -0.07
C: -4.451 -2.443 -1.633  -0.08
C: -2.590 0.627 -0.592  -0.36
C: -3.960 0.720 -0.310  -0.11
C: -4.544 1.839 0.260  -0.08
C: -3.747 2.929 0.555  -0.08
C: -2.402 2.884 0.228  -0.16
C: -1.767 1.764 -0.340  -0.24
H: -2.126 -1.287 -6.751  0.11
H: -2.995 0.718 -5.588  0.11
H: -2.940 0.837 -3.124  0.11
H: -1.196 -3.071 -2.963  0.11
H: -1.240 -3.188 -5.426  0.11
H: -2.778 -2.520 1.285  0.04
H: -4.670 -3.926 1.928  0.11
H: -6.458 -4.409 0.274  0.11
H: -6.294 -3.465 -2.011  0.11
H: -4.408 -2.038 -2.639  0.11
H: -4.603 -0.120 -0.536  0.10
H: -5.610 1.855 0.452  0.11
H: -4.161 3.826 0.998  0.11
H: -1.834 3.787 0.402  0.06
N: -2.413 -0.179 2.496  0.12
C: -1.741 0.704 3.270  -0.79
S: -0.086 0.536 3.487  0.75
N: -2.502 1.708 3.748  0.08
C: -2.143 2.796 4.577  -0.25
C: -2.938 3.937 4.489  -0.03
C: -2.672 5.037 5.287  -0.08
C: -1.607 5.007 6.179  -0.09
C: -0.826 3.863 6.264  -0.08
C: -1.084 2.751 5.469  -0.07
H: -1.838 -0.856 2.020  0.02
H: -3.317 0.031 2.103  0.09
H: -3.447 1.752 3.398  0.14
H: -3.768 3.964 3.789  0.11
H: -3.296 5.919 5.211  0.11
H: -1.395 5.863 6.805  0.10
H: 0.002 3.826 6.962  0.11
H: -0.464 1.866 5.536  0.05
C: 0.505 1.238 -4.309  0.01
C: 0.836 0.067 -3.435  -0.39
O: 0.358 -0.048 -2.322  -0.09
C: 1.799 -0.975 -3.922  -0.15
C: 2.535 -0.792 -5.084  -0.01
C: 3.441 -1.760 -5.498  -0.06
C: 3.601 -2.918 -4.751  -0.07
C: 2.861 -3.107 -3.588  -0.07
C: 1.968 -2.134 -3.173  -0.03
H: -0.274 1.834 -3.841  0.09
H: 0.173 0.904 -5.295  0.09
H: 1.402 1.854 -4.435  0.10
H: 2.413 0.111 -5.668  0.12
H: 4.018 -1.609 -6.400  0.11
H: 4.299 -3.678 -5.078  0.11
H: 2.981 -4.020 -3.015  0.10
H: 1.376 -2.263 -2.271  0.11
Ge: 0.121 2.497 -0.561  1.02
C: 0.891 2.836 1.218  -0.31
C: 2.108 2.234 1.556  -0.15
C: 2.761 2.544 2.743  -0.09
C: 2.211 3.483 3.609  -0.08
C: 1.015 4.106 3.280  -0.09
C: 0.360 3.780 2.099  -0.11
C: 1.828 2.394 -1.561  -0.31
C: 2.189 3.657 -2.037  -0.12
C: 3.432 3.880 -2.624  -0.08
C: 4.348 2.846 -2.739  -0.08
C: 4.016 1.586 -2.253  -0.06
C: 2.774 1.365 -1.671  -0.13
H: -0.350 3.858 -1.097  0.03
H: 2.584 1.540 0.872  0.08
H: 3.709 2.075 2.979  0.10
H: 2.719 3.739 4.530  0.11
H: 0.586 4.848 3.943  0.10
H: -0.567 4.292 1.876  0.09
H: 1.497 4.487 -1.958  0.08
H: 3.679 4.870 -2.988  0.11
H: 5.312 3.019 -3.203  0.10
H: 4.723 0.768 -2.334  0.11
H: 2.551 0.365 -1.323  0.06

Cartesian forces (eV/Å) of the 3 atoms listed first:
K -1.07 1.55 -0.06
O 2.45 -0.94 -0.35
S -0.55 0.63 0.00

Output
Net charge: +1
LUMO, hartree: -0.07123
HOMO energy, eV: -10.01
Kohn-Sham gap, eV: 8.07

***

Entry 3:
DFT (the ωB97M-V functional and the def2-TZVPD basis) results for C61H62BrN10OPPbS as an isolated structure in a non-equilibrium geometry.

Last column: Löwdin charge in e.
Atoms and positions in Å:
Pb: 1.365 0.222 0.303  1.49
C: -2.547 3.286 3.319  0.02
N: -1.212 2.972 2.829  -0.02
C: -0.888 2.068 1.870  -0.39
N: 0.426 2.066 1.671  0.01
C: 0.978 3.000 2.511  -0.10
C: -0.061 3.555 3.272  -0.05
C: -0.002 4.492 4.397  -0.19
C: 0.828 4.195 5.484  -0.01
C: 0.958 5.091 6.528  -0.02
C: 0.281 6.305 6.493  0.00
C: -0.562 6.596 5.430  -0.02
C: -0.721 5.688 4.396  -0.01
C: 2.395 3.398 2.472  -0.11
C: 3.379 2.544 1.963  -0.03
C: 4.711 2.913 1.933  -0.02
C: 5.103 4.149 2.426  0.00
C: 4.141 5.022 2.911  -0.01
C: 2.805 4.661 2.917  0.02
P: -2.167 1.163 0.942  1.21
C: -1.701 -0.598 1.143  -0.45
N: -0.580 -1.218 0.790  -0.02
C: -0.723 -2.550 1.090  -0.16
C: -1.970 -2.720 1.694  -0.10
N: -2.569 -1.490 1.688  -0.04
C: -3.919 -1.217 2.164  0.01
C: -2.564 -3.893 2.351  -0.22
C: -3.755 -4.462 1.904  -0.04
C: -4.239 -5.620 2.492  -0.05
C: -3.556 -6.200 3.553  -0.04
C: -2.395 -5.608 4.038  -0.04
C: -1.895 -4.468 3.436  -0.03
C: 0.265 -3.584 0.732  -0.15
C: 1.591 -3.260 0.420  -0.08
C: 2.532 -4.242 0.155  -0.08
C: 2.173 -5.581 0.188  -0.06
C: 0.849 -5.922 0.433  -0.05
C: -0.095 -4.938 0.676  -0.01
C: -1.526 1.480 -0.762  -0.40
N: -0.310 1.320 -1.248  0.01
C: -0.337 1.731 -2.567  -0.16
C: -1.640 2.195 -2.857  -0.07
N: -2.360 2.010 -1.717  -0.02
C: -3.770 2.341 -1.530  0.01
C: -2.169 2.850 -4.050  -0.20
C: -1.495 3.950 -4.599  -0.03
C: -2.001 4.587 -5.717  -0.04
C: -3.167 4.129 -6.319  -0.02
C: -3.833 3.029 -5.790  -0.03
C: -3.348 2.401 -4.657  -0.03
C: 0.754 1.681 -3.507  -0.05
C: 2.192 1.693 -3.072  -0.10
C: 3.240 1.970 -4.195  -0.17
C: 2.734 2.120 -5.570  0.07
C: 1.437 1.857 -5.877  0.02
C: 0.472 1.629 -4.865  0.06
H: -3.207 2.434 3.179  0.07
H: -2.500 3.528 4.378  0.11
H: -2.965 4.139 2.786  0.11
H: 1.357 3.250 5.509  0.13
H: 1.589 4.849 7.373  0.13
H: 0.417 7.023 7.289  0.13
H: -1.085 7.542 5.402  0.13
H: -1.362 5.938 3.558  0.13
H: 3.106 1.549 1.641  0.02
H: 5.457 2.229 1.547  0.12
H: 6.148 4.429 2.424  0.14
H: 4.431 5.997 3.277  0.13
H: 2.072 5.384 3.238  0.12
H: -4.154 -1.880 2.993  0.11
H: -3.994 -0.188 2.504  0.06
H: -4.648 -1.374 1.370  0.11
H: -4.285 -4.021 1.066  0.12
H: -5.146 -6.078 2.121  0.12
H: -3.924 -7.114 3.999  0.12
H: -1.884 -6.040 4.887  0.12
H: -0.987 -4.010 3.809  0.12
H: 1.910 -2.228 0.411  0.02
H: 3.556 -3.965 -0.062  0.12
H: 2.914 -6.349 0.011  0.12
H: 0.552 -6.963 0.436  0.12
H: -1.125 -5.232 0.804  0.11
H: -4.071 3.087 -2.259  0.11
H: -4.388 1.452 -1.652  0.11
H: -3.932 2.738 -0.532  0.07
H: -0.599 4.325 -4.120  0.13
H: -1.495 5.456 -6.115  0.12
H: -3.557 4.627 -7.196  0.13
H: -4.737 2.666 -6.261  0.12
H: -3.865 1.536 -4.257  0.12
H: 2.320 2.332 -2.196  0.15
H: 3.938 2.770 -3.944  0.17
H: 3.456 2.370 -6.339  0.15
H: 1.099 1.882 -6.904  0.14
H: -0.542 1.456 -5.195  0.13
C: 0.510 -0.837 4.422  0.00
N: 1.914 -1.202 4.567  -0.15
C: 2.370 -1.695 5.861  -0.01
C: 2.730 -1.043 3.544  -0.27
O: 2.393 -0.595 2.433  -0.21
H: -0.017 -1.073 5.342  0.10
H: 0.064 -1.389 3.592  0.08
H: 0.417 0.234 4.224  0.08
H: 1.792 -2.570 6.154  0.10
H: 2.255 -0.921 6.620  0.10
H: 3.419 -1.977 5.804  0.10
H: 3.770 -1.322 3.745  0.16
C: -3.149 -1.989 -2.940  -0.11
N: -2.359 -3.111 -3.441  -0.21
C: -2.930 -3.731 -4.643  -0.03
C: -1.058 -3.228 -3.122  -0.72
S: -0.244 -1.833 -2.512  0.66
N: -0.396 -4.364 -3.240  -0.17
C: -1.046 -5.667 -3.382  -0.02
C: 1.056 -4.406 -3.063  -0.06
H: -4.192 -2.301 -2.898  0.09
H: -3.076 -1.119 -3.601  0.08
H: -2.819 -1.705 -1.940  0.04
H: -3.205 -2.944 -5.348  0.10
H: -3.830 -4.292 -4.392  0.10
H: -2.219 -4.384 -5.135  0.08
H: -2.101 -5.609 -3.130  0.09
H: -0.566 -6.361 -2.694  0.10
H: -0.929 -6.062 -4.392  0.10
H: 1.524 -3.530 -3.513  0.06
H: 1.444 -5.295 -3.554  0.10
H: 1.319 -4.445 -2.002  0.06
Br: 6.570 1.028 -4.850  0.90
C: 5.309 0.575 -3.541  -0.64
C: 5.645 0.319 -2.273  -0.08
C: 4.608 0.057 -1.294  -0.11
N: 3.346 0.061 -1.513  -0.04
C: 2.856 0.280 -2.850  -0.23
C: 3.884 0.554 -3.976  -0.20
H: 6.677 0.322 -1.952  0.12
H: 4.924 -0.138 -0.271  0.12
H: 2.163 -0.525 -3.093  0.10
H: 3.771 -0.097 -4.844  0.16

Cartesian forces (eV/Å) of the 3 atoms listed first:
Pb 0.24 -1.01 -0.52
C -0.50 0.10 0.17
N 0.14 0.52 0.29

Output
Net charge: +4
LUMO (spin up / spin down), hartree: -0.47099 / -0.42597
HOMO energy (spin up / spin down), eV: -15.65 / -15.65
Kohn-Sham gap (spin up / spin down), eV: 2.84 / 4.05